{"formula": "C32H22N7O3Sn", "method": "ωB97M-V/def2-TZVPD", "species": ["Sn", "C", "C", "C", "C", "N", "C", "N", "C", "N", "C", "N", "C", "C", "C", "C", "C", "N", "C", "C", "C", "C", "C", "C", "H", "H", "H", "H", "H", "H", "H", "H", "H", "H", "H", "H", "O", "C", "C", "C", "C", "C", "C", "C", "O", "N", "N", "C", "C", "C", "C", "C", "C", "C", "O", "H", "H", "H", "H", "H", "H", "H", "H", "H", "H"], "coordinates": [[-1.074000, -0.278400, 1.132900], [-1.644300, 4.211000, 0.220200], [-0.415100, 4.864000, 0.336000], [0.700900, 4.135000, 0.658300], [0.584000, 2.749700, 0.900500], [-0.600400, 2.128600, 0.746300], [-1.673400, 2.852100, 0.423300], [1.680300, 2.141500, 1.385700], [1.863800, 0.907800, 1.707600], [1.124600, -0.225600, 1.456900], [1.791600, -1.310700, 2.006000], [1.539900, -2.562400, 1.933500], [0.431400, -3.212500, 1.531600], [0.542000, -4.590600, 1.270300], [-0.593500, -5.336500, 1.075000], [-1.838800, -4.709400, 1.127700], [-1.867600, -3.350700, 1.324700], [-0.772800, -2.614500, 1.523800], [2.979700, -0.828400, 2.710800], [3.891200, -1.463600, 3.532000], [4.867300, -0.677000, 4.131600], [4.943100, 0.690200, 3.895900], [4.032000, 1.327800, 3.065500], [3.042800, 0.549300, 2.493600], [-2.545800, 4.752400, -0.014200], [-0.350100, 5.929200, 0.187200], [1.673300, 4.583400, 0.784200], [-2.600800, 2.291900, 0.334600], [1.524400, -5.030200, 1.257300], [-0.524900, -6.398600, 0.903600], [-2.756600, -5.261300, 1.010500], [-2.805600, -2.800900, 1.329500], [3.823700, -2.523900, 3.712700], [5.577900, -1.131200, 4.804100], [5.714200, 1.268000, 4.381200], [4.075500, 2.388700, 2.878700], [-2.295000, -3.480600, -1.711400], [-3.286400, -2.718500, -2.198500], [-4.457700, -3.352700, -2.616700], [-5.518400, -2.611600, -3.086000], [-5.431900, -1.224800, -3.176400], [-4.261000, -0.590300, -2.832500], [-3.176000, -1.320500, -2.334000], [-1.942400, -0.634600, -1.956100], [-1.183900, -1.108500, -1.046900], [-1.715000, 0.480800, -2.624100], [-0.650800, 1.194700, -2.522000], [-0.445100, 2.349700, -3.123400], [0.844600, 2.810800, -2.788600], [1.592100, 3.957600, -3.072000], [2.854100, 4.044800, -2.530400], [3.386900, 3.015500, -1.747100], [2.669700, 1.871500, -1.452500], [1.385900, 1.798700, -1.963900], [0.478000, 0.818800, -1.782900], [-1.572300, -2.902400, -1.410300], [-4.508800, -4.429000, -2.566400], [-6.427100, -3.114100, -3.378200], [-6.278400, -0.651800, -3.518500], [-4.151300, 0.480200, -2.910200], [-1.187000, 2.767000, -3.775700], [1.182600, 4.737500, -3.694400], [3.453000, 4.921100, -2.724700], [4.391600, 3.118200, -1.372000], [3.073400, 1.080200, -0.845600]], "forces_ev_per_angstrom": [[0.0627, -0.2074, 0.0026], [0.1016, 0.0302, -0.0358], [-0.0960, -0.1732, -0.0912], [-0.0898, -0.2712, 0.0219], [-0.8812, 0.6707, -0.2986], [0.5896, -0.1510, -0.0312], [-0.3774, 0.0133, -0.1379], [0.9795, -0.5824, 0.6224], [-0.1148, 0.8779, -0.2003], [-1.3880, -0.1117, -0.3134], [-0.0271, -0.8016, -0.1487], [1.0902, 0.5225, 0.5295], [-0.8152, -0.6870, -0.1880], [-0.0540, 0.2854, -0.0304], [-0.1821, 0.1670, 0.0052], [0.0792, 0.0110, 0.0753], [-0.4394, -0.0922, 0.0754], [0.5673, 0.2952, -0.2345], [0.4499, 0.8728, 0.1358], [-0.1100, 0.0082, -0.1106], [-0.0231, -0.1333, -0.0184], [-0.0264, 0.0985, -0.0610], [-0.1375, -0.0498, -0.1350], [0.3619, -0.8308, 0.3294], [-0.1102, 0.0089, -0.0201], [0.0277, 0.1658, -0.0313], [0.0527, 0.0491, 0.0266], [-0.0365, 0.0499, 0.0072], [0.1301, -0.0388, 0.0637], [0.0147, -0.1291, -0.0442], [-0.0674, -0.0174, -0.0679], [0.0019, -0.0782, -0.0190], [0.0163, -0.1393, 0.0278], [0.0870, -0.0771, 0.0428], [0.0909, 0.0474, 0.0372], [-0.0197, 0.1325, 0.0221], [0.2383, -0.2231, -0.0320], [-0.2355, 0.4515, -0.1445], [0.2023, -0.0185, 0.0871], [0.0846, 0.0884, 0.0563], [-0.0821, 0.1428, -0.0677], [0.0551, -0.2085, 0.0800], [-0.2905, -0.4153, 0.0537], [0.2781, 0.6309, -0.1014], [0.4602, -0.1672, 0.6300], [-1.6065, -0.9668, -0.4372], [1.4785, 1.4800, 0.0251], [0.2711, -0.2676, 0.2825], [0.4766, -0.4490, 0.5557], [-0.0690, -0.1189, 0.0127], [-0.1351, 0.1743, -0.1818], [-0.1722, -0.2229, -0.0157], [-0.0350, -0.1917, 0.0589], [-0.1540, 1.2630, -0.8457], [-0.1947, -0.6305, 0.1280], [-0.0901, -0.0405, 0.0382], [0.0127, -0.1082, 0.0736], [-0.0924, -0.0532, -0.0503], [-0.0737, 0.0628, -0.0761], [-0.0952, 0.0708, -0.0653], [-0.2477, -0.0508, 0.0145], [0.0129, 0.1052, -0.0477], [0.0631, 0.0530, -0.0206], [0.1233, -0.0288, 0.1071], [0.1098, -0.0966, 0.0753]], "nbo_charge": [1.400, -0.271, -0.140, -0.231, 0.377, -0.583, 0.042, -0.541, 0.471, -0.791, 0.483, -0.498, 0.378, -0.229, -0.130, -0.249, 0.056, -0.592, -0.097, -0.162, -0.182, -0.191, -0.174, -0.035, 0.237, 0.232, 0.241, 0.205, 0.240, 0.233, 0.239, 0.208, 0.238, 0.227, 0.226, 0.233, -0.679, 0.431, -0.298, -0.145, -0.254, -0.130, -0.267, 0.631, -0.808, -0.393, 0.205, 0.071, -0.175, -0.153, -0.213, -0.152, -0.261, 0.367, -0.269, 0.505, 0.231, 0.225, 0.224, 0.224, 0.262, 0.234, 0.235, 0.236, 0.247], "e_homo_ev": -10.74, "de_lowest_ev": 0.687, "charge": 1}